ORCA calculation (wB97M-V/def2-TZVPD) on C16H14BrN7O4V as an isolated structure.

Each line ends with the Löwdin charge.
Geometry (Å):
V 0.71381 0.35578 0.45949  0.72
N 1.18504 0.67908 2.59906  -0.02
N 2.53664 0.24016 2.75804  0.01
C 3.36896 0.34691 1.59853  -0.71
O 4.56667 0.41612 1.78120  0.05
O 2.72878 0.30160 0.47377  -0.15
H 1.13838 1.69294 2.69003  0.10
H 0.62948 0.25325 3.32954  0.10
H 2.99542 0.64035 3.56432  0.13
Br 0.25278 -2.04254 -2.44367  0.83
C 0.61475 -0.19899 -2.72349  -0.68
C 0.80505 0.20018 -4.03608  -0.11
C 1.04715 1.53776 -4.27494  -0.03
C 1.06139 2.42090 -3.21068  0.02
C 0.86318 1.93598 -1.93563  -0.13
N 0.65986 0.61644 -1.68023  0.02
C 0.82565 2.93499 -0.76540  -0.57
O 0.85725 4.11664 -1.03748  0.07
O 0.74047 2.38840 0.40062  -0.13
H 0.76182 -0.53007 -4.82992  0.10
H 1.21161 1.88348 -5.28802  0.12
H 1.21526 3.48462 -3.31724  0.13
N -5.02439 -1.86118 -1.43354  0.17
C -4.38597 -1.13493 -0.81428  -0.16
C -3.57988 -0.22271 -0.02160  -0.20
C -4.16140 0.73732 0.79060  0.00
C -3.32033 1.57599 1.49703  -0.02
C -1.95165 1.42222 1.38073  -0.08
N -1.37531 0.47214 0.61798  -0.02
C -2.20035 -0.32150 -0.08930  -0.09
H -5.23755 0.82751 0.85022  0.13
H -3.71193 2.36044 2.12896  0.12
H -1.26326 2.09338 1.87741  0.11
H -1.72201 -1.04525 -0.73968  0.07
N -0.25378 -2.60793 1.19903  0.00
C 0.14461 -3.88226 1.36343  -0.09
C 1.48979 -3.91556 1.08656  -0.04
C 1.82710 -2.58734 0.78011  -0.13
N 0.75577 -1.80411 0.81781  -0.07
H -1.17362 -2.21817 1.29686  0.13
H -0.55456 -4.64488 1.66489  0.12
H 2.14398 -4.76884 1.12327  0.10
H 2.77535 -2.14833 0.51171  0.12

## Properties
Spin multiplicity: 4
LUMO energy (spin up / spin down), eV: -0.8 / -0.8
HOMO (spin up / spin down), Eh: -0.2530 / -0.3344
Total charge: 0
Kohn-Sham gap (spin up / spin down), eV: 6.122 / 8.300
<S²>: 3.76